(1)
115
Properties=species:S:1:pos:R:3:forces:R:3 method="wB97M-V/def2-TZVPD" gap_ev=6.252 total_charge=+1 e_homo_ev=-10.916 total_energy_ev=-82869.8518
C 5.023306 3.896527 -2.130178 -1.4 -2.1 0.0
C 4.007039 3.191863 -2.275525 1.2 0.7 1.5
C 2.783789 2.190638 -2.065440 0.8 3.2 -1.9
N 2.631688 1.735392 -0.651650 -3.5 -1.0 -0.4
C 1.411664 2.131030 -0.008721 -0.3 -0.9 0.5
N 1.043692 3.428515 0.053813 0.1 0.2 -0.9
I -0.775766 4.077844 0.849886 0.5 -0.4 -0.4
C 1.865531 4.563175 -0.405781 1.2 1.1 2.1
O 1.590480 5.003625 -1.750504 1.0 1.5 0.7
C 2.097506 6.311452 -1.952123 0.5 0.4 -1.8
F 3.284665 6.542214 -1.242843 -2.7 -0.3 -1.3
F 1.167563 7.302732 -1.665220 2.0 -2.1 -0.1
F 2.389299 6.425365 -3.319531 -0.7 -0.3 3.1
N 0.465104 1.227841 0.666246 2.8 0.2 -0.6
C 0.605879 1.214205 2.155749 -0.8 1.4 2.3
C 1.725241 2.118896 2.812813 -0.5 0.5 1.5
O 3.083082 1.661796 2.616869 -0.7 1.3 -0.9
C 0.603674 -0.176824 0.167227 0.6 -0.6 -1.3
C -0.498055 -1.207552 0.632524 -0.3 -0.1 0.2
C -1.997432 -0.675127 0.563634 1.3 -1.2 -0.3
O -2.393527 -0.346550 1.936364 -1.2 2.6 -1.4
C -3.190182 0.823441 1.836931 -3.4 -0.7 0.3
O -4.422280 0.806833 1.995351 4.2 0.1 -0.6
C 2.109304 -0.598113 0.403503 -0.2 -0.8 -1.3
C 2.887289 0.256004 -0.684609 1.4 -2.1 0.6
C 4.464912 0.025275 -0.717973 0.2 -1.9 -0.1
C 4.683063 -1.462793 -1.333405 0.1 0.5 1.0
C 5.210672 0.045508 0.684468 1.2 0.5 -0.5
C 6.134490 1.374910 0.803907 0.8 -1.5 0.6
C 7.618186 0.992295 0.289115 0.1 0.5 -0.2
H 6.058314 4.306791 -1.930442 -2.0 -0.5 -0.6
H 1.792278 2.682320 -2.364207 1.6 -0.4 0.2
H 2.970181 1.402190 -2.846610 -0.3 0.3 1.4
H 2.955881 4.302360 -0.197893 -1.3 0.1 -0.9
H 1.658117 5.463137 0.274543 0.1 -1.5 -0.7
H 0.719183 0.185933 2.628814 -0.1 1.1 -1.2
H -0.390423 1.607342 2.573214 1.4 -0.6 -0.4
H 1.640124 3.236725 2.568905 0.0 -1.6 0.1
H 1.539453 2.072822 3.945862 0.0 0.0 -1.6
H 3.558360 2.440345 2.248223 -0.1 -1.1 0.4
H 0.486987 -0.099504 -0.975510 0.0 -0.1 1.5
H -0.295195 -1.575309 1.697108 -0.3 0.4 -1.5
H -0.431086 -2.110105 -0.063129 0.2 1.2 1.0
H -2.070100 0.197472 -0.157465 -0.1 -0.8 0.9
H -2.664063 -1.517182 0.205425 0.6 1.1 0.4
H -2.692066 1.813641 1.592624 0.1 -1.3 0.2
H 2.511608 -0.553614 1.447816 -0.6 0.3 -0.9
H 2.197711 -1.692359 0.068416 0.0 1.5 0.5
H 2.507157 -0.260924 -1.639842 0.3 1.5 1.0
H 5.027585 0.726712 -1.416272 -1.1 -0.6 0.8
H 4.450406 -2.197525 -0.484290 0.3 0.8 -1.4
H 4.005313 -1.667213 -2.216978 0.9 0.2 0.9
H 5.788532 -1.567141 -1.592774 -1.6 0.0 0.2
H 5.966059 -0.816899 0.663943 -1.2 1.1 0.1
H 4.569797 -0.129970 1.596630 0.5 0.4 -1.2
H 5.712535 2.247043 0.208973 0.5 -1.0 0.9
H 6.266533 1.611486 1.912162 -0.4 0.1 -1.5
H 7.947002 -0.035564 0.638113 -0.6 1.2 -0.2
H 8.400646 1.722973 0.697781 -1.2 -0.9 -0.8
H 7.683801 0.977364 -0.852626 -0.1 0.1 1.5
N -1.921054 -0.816719 6.320617 -0.4 0.0 -0.2
C -2.833198 -1.381043 7.125223 0.4 0.1 -0.2
C -4.190076 -1.419556 6.845013 0.0 0.1 -0.1
C -4.633076 -0.837330 5.667325 -0.2 0.1 0.0
C -3.711651 -0.244315 4.818068 0.2 0.0 0.2
C -2.375914 -0.263786 5.188153 0.1 -0.2 0.5
H -2.438369 -1.819849 8.035710 -0.1 0.0 0.0
H -4.881958 -1.892135 7.530479 0.0 0.0 0.0
H -5.685534 -0.845534 5.413424 0.1 -0.1 0.1
H -4.003283 0.217207 3.888809 -0.2 -0.2 0.4
H -1.614745 0.182360 4.554083 0.0 0.0 0.0
N 0.728081 -4.585993 0.074879 0.2 -0.4 -0.2
C 1.990603 -4.889375 -0.261948 -0.4 0.2 0.1
C 2.407059 -6.157693 -0.630671 0.0 0.0 0.0
C 1.466563 -7.176781 -0.650082 0.0 -0.1 0.0
C 0.154410 -6.891034 -0.304553 0.1 0.0 0.0
C -0.161996 -5.588614 0.046298 0.1 0.5 0.1
H 2.690826 -4.060164 -0.228645 0.1 -0.1 0.0
H 3.440121 -6.344091 -0.895380 0.0 0.0 0.0
H 1.753416 -8.183555 -0.931930 0.0 0.1 0.0
H -0.605765 -7.661575 -0.308084 0.0 0.1 0.0
H -1.175765 -5.315252 0.320853 0.0 -0.1 0.0
N 4.837119 4.072265 -7.749236 -0.5 0.2 0.1
C 3.785969 4.015317 -8.579046 0.5 -0.1 0.2
C 2.569117 4.629107 -8.325926 0.0 0.0 0.1
C 2.427057 5.340912 -7.144365 -0.1 0.0 0.0
C 3.499265 5.413760 -6.267532 -0.1 0.0 -0.1
C 4.674906 4.767639 -6.615384 0.2 -0.3 -0.4
H 3.944868 3.444616 -9.488098 -0.1 0.0 0.0
H 1.754225 4.551768 -9.034484 0.1 0.0 0.0
H 1.490392 5.834294 -6.909176 0.1 0.0 0.0
H 3.424693 5.959578 -5.336817 0.1 0.0 -0.1
H 5.542614 4.798717 -5.963921 -0.1 0.0 0.0
N -4.200263 -3.257707 -1.687726 -0.5 0.2 -0.1
C -5.250005 -3.023211 -0.882466 0.5 -0.1 -0.2
C -6.541203 -2.815698 -1.340351 0.0 0.0 -0.1
C -6.765992 -2.847086 -2.707987 -0.1 0.0 0.0
C -5.700031 -3.085192 -3.561842 -0.1 0.0 0.1
C -4.446948 -3.284502 -3.005803 0.3 0.0 0.4
H -5.024165 -3.004659 0.179141 -0.1 0.0 0.0
H -7.350200 -2.633695 -0.644152 0.1 0.0 0.0
H -7.762398 -2.687917 -3.104695 0.1 0.0 0.0
H -5.838753 -3.116311 -4.635024 0.0 0.0 0.0
H -3.583007 -3.478227 -3.633536 -0.1 0.0 0.0
N -7.159817 -2.614446 4.396701 -0.5 0.0 -0.4
C -7.433708 -1.639975 3.516438 0.2 -0.3 0.3
C -8.555627 -1.627932 2.703085 0.0 -0.1 0.0
C -9.447297 -2.685666 2.799942 -0.1 0.0 -0.1
C -9.187037 -3.707303 3.700795 0.0 0.1 -0.1
C -8.038534 -3.624246 4.471782 0.4 0.2 0.1
H -6.705587 -0.835693 3.474161 -0.1 0.0 -0.1
H -8.727086 -0.812411 2.011731 0.0 0.0 0.0
H -10.336360 -2.713445 2.179803 0.0 0.0 0.0
H -9.860534 -4.548666 3.802822 0.0 0.0 0.0
H -7.793704 -4.397319 5.192974 -0.1 0.0 0.0

=====

(2)
106
Properties=species:S:1:pos:R:3:forces:R:3 method="wB97M-V/def2-TZVPD" s_squared=0.775 gap_ev="6.172 / 6.417" total_charge=+1 relative_energy_kcal_mol=21.2 spin_multiplicity=2 e_homo_ev="-10.274 / -10.274" total_energy_ev=-126808.8398
V -0.326746 -0.738086 0.015407 -1.0 1.3 1.5
N 1.662163 1.422339 1.319050 0.5 -0.7 -0.3
P 0.449003 0.404208 1.982191 0.4 0.7 1.1
C -0.716191 1.548600 2.805443 -0.1 -0.3 0.0
C -2.089547 1.536554 2.592047 0.1 -0.1 0.0
C -2.906375 2.392034 3.311955 -0.1 0.0 0.0
C -2.353221 3.260363 4.240818 -0.1 0.0 0.0
C -0.982693 3.287555 4.442808 0.1 0.0 0.0
C -0.163804 2.434383 3.725979 0.0 -0.1 -0.1
C 1.241528 -0.320819 3.456005 0.1 -0.1 -0.2
C 2.572119 -0.733545 3.434339 -0.1 0.1 -0.1
C 3.126286 -1.350083 4.543956 0.0 0.0 0.0
C 2.369022 -1.528515 5.689404 0.0 -0.1 0.0
C 1.052086 -1.095665 5.726219 -0.1 0.0 0.0
C 0.479282 -0.519428 4.607940 0.0 0.1 -0.1
P 1.772987 0.927435 -0.356906 0.4 1.9 0.4
C 3.573846 1.037219 -0.700035 -0.1 -0.5 -0.1
C 4.476359 1.764480 0.068734 -0.3 -0.1 0.0
C 5.798494 1.872789 -0.330422 0.0 0.0 0.0
C 6.235734 1.241565 -1.482468 0.0 -0.1 0.0
C 5.340101 0.516820 -2.252835 0.0 0.1 -0.1
C 4.012317 0.436325 -1.876478 -0.1 0.1 0.0
C 1.394590 2.439120 -1.317953 0.0 -0.3 -0.2
C 1.728417 3.730365 -0.928384 0.0 -0.1 0.0
C 1.490619 4.785136 -1.791899 0.1 0.1 0.1
C 0.932987 4.556230 -3.040444 -0.1 0.0 -0.1
C 0.608579 3.268666 -3.432591 0.0 0.1 -0.1
C 0.850815 2.211067 -2.576530 0.0 -0.1 0.0
H 2.554713 1.336244 1.805601 -0.2 0.3 0.0
H -2.507637 0.871785 1.847165 -0.1 0.1 0.1
H -3.974807 2.378696 3.151279 0.0 0.0 0.0
H -2.987994 3.921627 4.809142 -0.1 0.1 0.0
H -0.554833 3.964424 5.167033 0.0 0.1 0.0
H 0.908073 2.434186 3.872807 0.0 0.1 0.1
H 3.167225 -0.623397 2.540210 0.0 0.0 0.0
H 4.149786 -1.697104 4.505960 0.0 0.0 0.0
H 2.797534 -2.020381 6.547471 0.1 0.0 0.1
H 0.466599 -1.216346 6.624398 -0.1 -0.1 0.1
H -0.560536 -0.224702 4.626001 0.0 0.0 0.1
H 4.159754 2.286378 0.960364 0.0 0.0 0.1
H 6.484861 2.463412 0.257675 0.1 0.0 0.1
H 7.267050 1.321807 -1.789004 0.1 0.0 0.0
H 5.669968 0.023039 -3.155277 0.0 0.0 -0.1
H 3.303137 -0.078711 -2.514309 0.0 0.0 0.0
H 2.162301 3.902444 0.045900 0.1 0.1 0.1
H 1.753103 5.793114 -1.504208 0.0 0.0 0.1
H 0.761831 5.376811 -3.719996 0.0 0.1 0.0
H 0.169761 3.097728 -4.404422 0.0 -0.1 -0.1
H 0.608654 1.199931 -2.871719 -0.1 0.0 -0.1
N -8.314687 1.815300 -5.666308 -0.4 0.1 -0.3
C -7.423336 1.481148 -5.030504 -0.3 0.1 -0.3
C -6.332951 1.068862 -4.229306 0.6 -0.3 0.5
C -6.572878 0.413266 -3.021223 0.1 0.1 -0.2
C -5.508680 0.042512 -2.224978 0.1 0.0 0.0
C -4.200867 0.329896 -2.612517 -0.2 0.0 -0.2
C -3.967081 0.970804 -3.829791 0.0 -0.2 0.2
C -5.026410 1.333585 -4.636731 -0.1 0.0 0.0
C -3.079218 -0.009152 -1.713885 0.2 -0.2 0.3
C -2.342370 1.061472 -1.193658 -0.7 0.3 -0.7
C -2.692547 2.421876 -1.362323 0.3 -0.4 0.2
C -1.809629 3.157468 -0.601198 0.1 -0.2 0.2
C -0.953860 2.236381 -0.002259 -0.5 0.9 0.0
N -1.261147 0.969444 -0.330746 0.1 0.2 -0.1
C -2.878993 -1.341711 -1.371591 -0.7 0.2 -0.8
C -3.626836 -2.462941 -1.829427 0.4 0.2 0.2
C -3.108153 -3.566130 -1.196176 0.0 0.1 0.2
C -2.066459 -3.102486 -0.382438 -0.5 -0.7 0.0
N -1.920292 -1.781613 -0.479813 0.0 0.0 -0.1
H -7.586794 0.213056 -2.711806 -0.1 0.0 0.0
H -5.692466 -0.449336 -1.280854 0.0 0.0 0.1
H -2.951210 1.169245 -4.137839 0.1 0.1 0.0
H -4.850579 1.834236 -5.576348 0.0 0.0 -0.1
H -3.508951 2.789163 -1.951697 -0.2 0.0 -0.1
H -1.780726 4.219837 -0.468737 0.1 0.2 0.0
H -0.167797 2.501236 0.680855 -0.1 -0.1 -0.1
H -4.430336 -2.437804 -2.540668 -0.1 0.0 -0.1
H -3.420954 -4.585672 -1.299527 0.0 -0.2 0.0
H -1.447702 -3.705880 0.261001 0.1 0.1 0.0
O 2.783119 -1.359744 0.559322 -0.2 -0.9 -0.4
C 2.270694 -1.950344 -0.390993 2.1 0.1 1.1
N 0.949647 -1.986430 -0.575700 -0.2 -1.2 -1.1
S 0.577812 -2.245294 -2.154248 0.3 -1.3 -1.4
O -0.290756 -3.355400 -2.368059 0.3 -0.1 -0.2
O 0.111899 -0.954323 -2.603719 -0.1 0.4 0.0
C 2.245395 -2.658628 -2.660074 -0.2 0.2 0.9
C 2.771892 -3.089088 -3.856103 -0.2 0.0 -0.3
C 4.126867 -3.408070 -3.884152 -0.2 0.0 0.0
C 4.911661 -3.315008 -2.741780 0.0 0.0 0.1
C 4.372396 -2.876941 -1.540399 -0.2 0.0 0.0
C 3.026637 -2.548804 -1.515437 0.1 -0.1 -0.2
H 2.154955 -3.175248 -4.738317 0.0 0.0 -0.1
H 4.572609 -3.741513 -4.809118 0.0 0.0 -0.1
H 5.957382 -3.582482 -2.792482 0.0 0.0 0.0
H 4.969248 -2.796649 -0.644534 0.0 0.1 0.1
N -1.712732 -5.262303 5.755732 -0.1 -0.3 0.4
C -1.555700 -4.526037 4.892991 -0.1 -0.2 0.2
C -1.326263 -3.610992 3.837040 0.2 0.6 -0.6
C -2.330858 -2.749694 3.398473 0.2 0.0 0.0
C -2.067481 -1.848409 2.378067 -0.2 0.2 0.0
C -0.809748 -1.770158 1.782458 0.1 -0.2 0.2
C 0.178342 -2.645305 2.233917 0.1 -0.1 -0.1
C -0.069672 -3.562071 3.236302 -0.2 -0.1 0.0
H -3.313812 -2.797421 3.845494 0.0 0.0 0.0
H -2.887023 -1.226307 2.035193 0.1 0.0 0.0
H 1.174747 -2.605113 1.817159 0.0 0.0 0.1
H 0.705352 -4.236379 3.566034 0.1 0.0 0.0